(1)
C5H6BN3O2 in the gas phase. Source: the OMol25 dataset; level of theory: ωB97M-V with the def2-TZVPD basis set.

Last columns: bonded neighbours and bond lengths (Å).
Atoms and positions in Å:
1 B 0.732 -2.090 0.301  C4 1.528, O10 1.358, O11 1.396
2 C 1.529 1.233 0.312  C5 1.420, N7 1.153
3 C -1.508 -0.704 0.253  C4 1.413, N8 1.316, H12 1.092
4 C -0.104 -0.813 0.361  B1 1.528, C3 1.413, C5 1.450
5 C 0.295 0.559 0.113  C2 1.420, C4 1.450, N9 1.364
6 C -0.908 2.636 -0.581  N9 1.441, H13 1.040, H14 1.154, H15 1.114
7 N 2.437 1.923 0.478  C2 1.153
8 N -1.938 0.522 0.037  C3 1.316, N9 1.346
9 N -0.840 1.296 -0.058  C5 1.364, C6 1.441, N8 1.346
10 O 0.033 -3.218 0.011  B1 1.358, H16 0.931
11 O 2.100 -1.929 0.530  B1 1.396, H17 1.018
12 H -2.204 -1.537 0.371  C3 1.092
13 H -1.939 2.675 -0.716  C6 1.040
14 H -0.497 3.277 0.286  C6 1.154
15 H -0.331 2.791 -1.522  C6 1.114
16 H 0.396 -4.005 -0.328  O10 0.931
17 H 2.748 -2.618 0.154  O11 1.018

Properties
Molecular weight ... 150.9 g mol⁻¹
SMILES ... Cn1ncc(B(O)O)c1C#N
Orbital gap ... 0.3566 hartree


(2)
2 unconnected molecules or ions with the total composition CH4FOPS. Source: the OMol25 dataset; level of theory: ωB97M-V with the def2-TZVPD basis set.

Last columns: bonded neighbours and bond lengths (Å).
Atoms and positions in Å:
1 C 0.271 -0.278 -1.642  P4 1.863, H6 1.114, H7 1.106, H8 1.073
2 O -0.633 0.477 0.925  P4 1.501
3 F -2.026 -0.495 3.236  H9 1.034
4 P 0.568 0.498 0.025  C1 1.863, O2 1.501, S5 1.942
5 S 2.280 1.295 0.477  P4 1.942
6 H 0.453 0.569 -2.342  C1 1.114
7 H 1.100 -0.994 -1.489  C1 1.106
8 H -0.705 -0.721 -1.698  C1 1.073
9 H -1.307 -0.350 2.508  F3 1.034

Properties
Molecular weight ... 114.1 g mol⁻¹
SMILES ... CP(=O)=S.F
Orbital gap ... 0.3489 hartree


(3)
C4H9N5 in the gas phase. Source: the OMol25 dataset; level of theory: ωB97M-V with the def2-TZVPD basis set.

Last columns: bonded neighbours and bond lengths (Å).
Atoms and positions in Å:
1 C -2.389 -1.113 0.415  H5 1.142, H6 1.024, H7 1.077, N14 1.498
2 C -0.264 -0.012 -0.369  C4 1.294, N14 1.449, N15 1.389
3 C 1.970 -0.588 -0.184  N15 1.350, N16 1.328, N17 1.382
4 C 0.415 1.055 -0.094  C2 1.294, N17 1.405, N18 1.409
5 H -3.495 -0.856 0.294  C1 1.142
6 H -2.091 -2.090 0.483  C1 1.024
7 H -2.232 -0.761 1.421  C1 1.077
8 H -2.105 -0.160 -1.479  N14 1.058
9 H 0.581 -2.079 -0.525  N15 1.097
10 H 3.633 -0.879 0.453  N16 0.969
11 H 2.371 1.269 0.470  N17 0.980
12 H 0.389 2.960 -0.672  N18 1.026
13 H -0.732 2.643 0.516  N18 1.056
14 N -1.701 -0.147 -0.501  C1 1.498, C2 1.449, H8 1.058
15 N 0.715 -0.991 -0.474  C2 1.389, C3 1.350, H9 1.097
16 N 2.894 -1.458 0.209  C3 1.328, H10 0.969
17 N 1.792 0.782 -0.153  C3 1.382, C4 1.405, H11 0.980
18 N 0.248 2.425 0.192  C4 1.409, H12 1.026, H13 1.056

Properties
Molecular weight ... 127.2 g mol⁻¹
SMILES ... [H]/N=c1\[nH]c(N)c(NC)[nH]1
Orbital gap ... 0.2979 hartree